[1]
The following is a quantum chemistry calculation of an isolated ion of composition C15H19N4S and charge +1 at a distorted geometry, from OMol25.

Geometry as XYZ:
```
39
Properties=species:S:1:pos:R:3:forces:R:3
C -3.9440 -2.6392 -0.1742 0.01 -0.04 0.00
C -4.7905 -1.5580 -0.3603 -0.07 -0.02 0.01
C -4.3007 -0.2675 -0.2948 0.21 0.02 0.04
C -2.9487 -0.0432 -0.0389 -0.14 -0.49 -0.04
C -2.3978 1.3034 0.0394 -0.51 0.90 0.06
C -3.0947 2.4712 0.1715 0.24 -0.21 -0.02
S -2.0458 3.8356 0.2275 0.45 -0.59 -0.07
C -0.7154 2.7154 0.0847 -0.94 0.24 -0.05
N 0.6158 3.1317 0.1172 0.54 0.14 -0.03
N 1.5136 2.3943 -0.6599 -0.26 0.38 -0.26
C 1.9428 1.1929 -0.2694 0.02 0.10 0.35
N 1.6406 0.7713 0.9272 -0.07 0.62 -0.04
C 1.9447 -0.4940 1.5751 0.20 -0.70 0.12
C 2.0402 -1.6611 0.5988 0.19 0.01 0.10
C 3.3981 -1.7406 -0.0972 -0.08 0.12 0.03
C 3.9006 -0.3778 -0.5708 -0.05 -0.14 -0.08
C 2.7996 0.4514 -1.2415 0.24 -0.26 -0.09
N -1.0383 1.4743 0.0014 0.60 0.05 -0.10
C -2.1038 -1.1375 0.1434 -0.08 0.16 0.00
C -2.5984 -2.4251 0.0768 -0.02 -0.09 0.00
H -4.3317 -3.6447 -0.2262 -0.04 -0.09 -0.01
H -5.8383 -1.7220 -0.5599 -0.09 -0.02 -0.02
H -4.9669 0.5657 -0.4546 -0.09 0.09 -0.04
H -4.1507 2.6177 0.2590 -0.27 -0.01 0.04
H 0.7464 4.1331 0.0299 0.25 -0.24 0.02
H 1.6440 2.6605 -1.6324 -0.11 -0.12 0.22
H 1.0622 1.4032 1.4716 0.03 -0.04 -0.15
H 1.1361 -0.6747 2.2859 0.07 0.11 -0.06
H 2.8754 -0.3995 2.1436 -0.10 0.02 0.03
H 1.8743 -2.5851 1.1523 -0.10 0.01 0.00
H 1.2341 -1.5760 -0.1312 -0.10 -0.04 0.00
H 3.3142 -2.4167 -0.9486 0.05 -0.05 -0.02
H 4.1356 -2.1652 0.5842 0.02 -0.06 -0.01
H 4.3198 0.1897 0.2607 0.09 0.03 0.02
H 4.7053 -0.5317 -1.2891 0.03 0.11 0.03
H 2.1668 -0.2052 -1.8449 -0.10 0.10 -0.03
H 3.2499 1.1762 -1.9227 -0.13 0.05 0.03
H -1.0586 -0.9577 0.3442 0.08 -0.02 0.00
H -1.9356 -3.2653 0.2222 0.05 -0.08 0.02
```
Forces are in eV/Å.

Calculated values
Kohn-Sham gap = 8.5 eV
SMILES string = c1ccc(-c2csc(NNC3=[NH+]CCCCC3)n2)cc1
Total energy = -32653.187 eV
E_LUMO = -2.50 eV
Total charge = +1
HOMO = -10.98 eV

[2]
The following is a quantum chemistry calculation of a single C15H19N5OS molecule at a distorted geometry, from OMol25.

Geometry as XYZ:
```
41
Properties=species:S:1:pos:R:3:forces:R:3
C 5.2905 2.7738 1.1429 -0.34 0.23 -0.52
S 4.3939 1.1549 0.8926 0.13 0.89 0.13
C 2.7552 1.7981 0.7664 -0.70 0.16 -1.14
N 2.4374 3.0390 0.5166 0.87 0.82 0.40
N 1.0814 3.1609 0.5179 0.15 1.04 0.22
C 0.5790 2.0035 0.7490 0.56 -1.70 -0.21
C -0.8443 1.6978 0.8830 -0.65 -0.69 0.30
C -1.4078 0.7816 1.7943 -0.24 -0.01 -0.25
C -2.7990 0.5359 1.7890 1.10 0.96 -0.75
N -3.6464 1.1786 0.9487 0.90 -0.43 0.23
C -3.0796 2.0402 0.0918 0.19 0.20 0.27
C -1.7160 2.3373 0.0294 -0.78 -0.25 0.03
N 1.6006 1.0637 0.7956 0.40 -0.60 1.36
C 1.4921 -0.3789 0.6141 0.01 -0.50 0.36
C 1.2973 -0.6859 -0.8613 0.69 -0.81 0.28
C 0.9405 -2.1983 -1.0457 -0.02 0.90 -0.28
N -0.5138 -2.2995 -1.0716 0.12 -0.81 1.11
C -1.2718 -2.1446 -2.3057 0.60 -0.05 0.53
C -2.6755 -2.0390 -1.7744 -2.01 0.49 -0.61
C -2.7359 -2.5825 -0.3329 0.94 0.91 -0.88
C -1.2715 -2.5620 0.0720 0.80 0.03 -0.10
O -0.8164 -2.7449 1.1983 -0.21 0.23 -1.06
H 5.5443 3.2906 0.1795 -0.45 -0.67 0.87
H 4.6456 3.4193 1.7542 0.16 -0.22 -0.35
H 6.2082 2.5888 1.7034 -0.12 -0.32 -0.15
H -0.7706 0.2457 2.4936 -0.19 0.06 -0.07
H -3.1697 -0.2090 2.4862 -0.35 0.19 -0.14
H -3.7260 2.5764 -0.5966 -0.23 -0.20 0.13
H -1.3295 3.0418 -0.6810 -0.01 0.24 -0.25
H 0.6602 -0.7688 1.1844 -0.37 0.09 0.06
H 2.3471 -0.9592 1.0255 -0.12 0.89 -0.24
H 0.4653 -0.0637 -1.2129 0.26 -0.18 -0.27
H 2.2352 -0.4274 -1.3859 -0.49 -0.01 0.00
H 1.3869 -2.8543 -0.2699 -0.46 0.51 -0.23
H 1.3581 -2.5247 -2.0059 -0.33 -0.12 0.10
H -1.1275 -3.0014 -2.9789 0.04 0.05 0.18
H -0.9714 -1.2438 -2.8536 0.05 -0.08 0.13
H -3.0578 -1.0016 -1.8316 0.51 -0.29 0.38
H -3.3642 -2.5432 -2.4465 -0.10 -0.37 0.03
H -3.3118 -1.9095 0.2886 -0.09 -0.11 0.33
H -3.1122 -3.5860 -0.2627 -0.22 -0.47 0.08
```
Forces are in eV/Å.

Calculated values
Kohn-Sham gap = 9.0 eV
SMILES string = CSc1nnc(-c2ccncc2)n1CCCN1CCCC1=O
Total energy = -36196.521 eV
Energy relative to the best compared isomer or geometry (same formula, charge and spin) = 89.8 kJ/mol
E_LUMO = 0.40 eV
Total charge = 0
HOMO = -8.57 eV

[3]
The following is a quantum chemistry calculation of C15H19N5SW as an isolated structure at a distorted geometry, from OMol25.

Geometry as XYZ:
```
41
Properties=species:S:1:pos:R:3:forces:R:3
W -0.0881 0.6388 -1.3015 -1.40 1.16 1.12
N 0.8750 -2.0167 1.6900 -1.19 1.73 -1.17
C 0.2014 -1.7607 2.9481 1.37 -1.16 0.56
C 0.3811 -2.6791 4.0524 -0.10 0.25 -0.21
C -0.3679 -2.4865 5.2282 -0.02 -0.91 -0.56
C -1.2327 -1.3873 5.3419 1.01 -0.10 -1.12
C -1.2852 -0.4150 4.3532 1.25 -1.02 -1.23
C -0.5724 -0.6043 3.1339 -1.35 -0.68 1.57
S -1.3152 0.3063 1.8691 1.20 -0.55 -1.83
N -0.3114 -0.2755 0.4848 0.65 0.76 -0.63
C 0.5946 -1.3252 0.5455 -0.04 -1.41 2.75
C 1.2561 -1.7007 -0.7179 0.81 -0.27 -0.71
C 1.9536 -2.8677 -0.8692 -0.45 -0.85 1.59
C 2.5977 -3.1572 -2.0430 0.94 0.59 -1.85
C 2.5880 -2.1883 -3.0882 0.47 -0.21 -0.54
C 1.8150 -1.0598 -3.0016 0.35 1.10 1.17
N 1.1913 -0.8197 -1.7692 -0.12 0.00 -0.26
H 1.6393 -2.7309 1.6523 -0.97 0.73 0.32
H 1.0540 -3.5722 3.9908 -0.64 0.96 -0.16
H -0.4020 -3.2871 6.0068 0.35 0.88 -0.69
H -1.9080 -1.3113 6.1406 -0.61 0.13 1.24
H -1.9437 0.4128 4.4424 -0.55 0.67 0.18
H 1.9899 -3.5687 -0.0225 0.08 0.09 -0.72
H 3.1819 -4.0737 -2.1784 -0.20 0.27 0.14
H 3.2408 -2.2088 -3.9745 -0.41 -0.75 0.37
H 1.8363 -0.2364 -3.8056 -0.29 -1.37 1.43
N -1.1046 1.4995 -2.9058 -1.22 -0.42 -2.24
C -0.7454 2.9372 -3.1666 -0.39 1.41 0.52
C -1.4600 3.9106 -2.2240 -0.20 1.38 0.51
C -1.6489 3.2804 -0.8413 -2.40 -0.09 -0.66
N -0.4181 2.5875 -0.4118 0.45 -1.13 2.58
H -0.8309 1.0174 -3.7990 -0.43 0.11 0.67
H -2.1398 1.4313 -2.9158 0.34 -0.16 0.01
H -0.9173 3.2078 -4.1964 -0.17 -0.19 -0.45
H 0.3036 3.0197 -3.0016 1.14 0.04 -0.04
H -2.4392 4.2923 -2.5672 0.14 -0.81 -0.13
H -0.9458 4.9242 -2.1581 0.12 -1.45 -0.07
H -2.5023 2.5473 -0.9010 0.76 0.34 0.20
H -2.0177 4.0107 -0.1052 0.55 -0.14 -0.07
H -0.4052 2.4536 0.6573 -0.19 0.35 -1.52
H 0.3021 3.2553 -0.5717 1.32 0.73 -0.08
```
Forces are in eV/Å.

Calculated values
Kohn-Sham gap (alpha / beta) = 4.8 / 4.6 eV
Total energy = -35927.294 eV
<S²> = 2.07
E_LUMO (alpha / beta) = -15.97 / -15.97 eV
Total charge = +4
HOMO (alpha / beta) = -20.81 / -20.53 eV
Spin multiplicity = 3

[4]
The following is a quantum chemistry calculation of C15H20AuN3O15P2 as an isolated structure at a distorted geometry, from OMol25.

Geometry as XYZ:
```
56
Properties=species:S:1:pos:R:3:forces:R:3
Au 0.3160 -0.1152 0.1888 1.46 -0.01 0.78
O 1.0841 1.0004 4.0759 -0.45 -0.37 -0.41
C 1.2667 0.5318 2.9719 1.77 0.61 0.63
O 0.3163 0.0368 2.2358 -1.46 -0.54 -1.51
C 2.6974 0.4118 2.4652 -0.84 0.09 -0.70
C 3.6944 0.1272 3.3567 0.53 -0.10 0.27
C 4.9992 -0.0772 2.9043 -0.61 0.11 -0.28
C 5.2872 -0.0510 1.5597 0.24 0.02 -0.01
C 4.2855 0.2535 0.6559 -0.88 0.22 0.29
C 2.9531 0.5739 1.0775 1.34 -0.74 0.76
O 2.0606 0.9975 0.2465 -1.86 -0.19 -0.82
N 4.6021 0.1522 -0.7527 0.72 0.30 -0.30
O 5.6071 -0.4575 -1.0631 -0.29 -0.08 0.09
O 3.8763 0.7082 -1.5739 -0.23 -0.36 0.00
N 6.0612 -0.3649 3.8605 0.32 -0.05 0.20
O 7.1948 -0.4679 3.4280 -0.19 0.00 0.05
O 5.7493 -0.4793 5.0301 0.01 0.01 -0.16
H 3.4806 0.0543 4.4139 -0.09 0.04 -0.01
H 6.2869 -0.2586 1.2094 0.00 -0.03 -0.01
C 1.8428 -4.0216 -1.8030 -0.08 -0.07 -0.22
C 1.2526 -2.7591 -1.2014 -0.49 0.29 0.11
O 2.0852 -2.2446 -0.1551 0.14 -0.05 -0.14
P 1.0557 -1.4421 -2.4600 0.35 -0.46 -0.24
O 2.4302 -1.1792 -3.1436 0.18 0.32 0.25
O 0.2635 -2.0856 -3.6513 -0.16 0.15 0.03
O 0.3633 -0.2103 -1.9143 0.14 0.05 1.09
P -0.4270 -3.0816 -0.4452 0.08 -0.54 0.03
O -1.2891 -3.5295 -1.7502 -0.05 -0.09 0.29
O -0.3040 -4.1829 0.5238 0.09 0.07 -0.05
O -1.0362 -1.7483 -0.0028 0.44 1.10 0.21
H 2.8913 -3.8619 -2.0546 -0.02 0.05 0.02
H 1.3049 -4.2990 -2.7092 0.03 -0.09 0.02
H 1.7591 -4.8376 -1.0845 0.01 0.03 0.03
H 2.0569 -2.8853 0.5715 0.01 -0.01 0.02
H 3.0092 -0.5279 -2.6766 -0.06 0.00 -0.15
H -0.6475 -2.3359 -3.4144 0.13 -0.09 0.02
H -1.6497 -4.4138 -1.5774 0.04 0.14 -0.18
O -1.3651 1.6614 0.1114 -0.71 -0.22 0.36
C -2.5704 1.6877 0.3435 0.08 0.91 -0.31
C -3.3023 3.0113 0.4238 0.09 -0.15 0.07
C -3.8607 3.1224 1.8681 0.14 -0.01 0.01
C -3.0810 2.3151 2.9368 -0.16 -0.06 -0.04
C -3.5079 0.8433 3.1038 0.22 -0.01 -0.10
C -3.0478 -0.0605 1.9513 -0.21 0.20 0.19
N -3.3502 0.6166 0.6825 0.19 -0.59 -0.24
H -4.1030 3.0538 -0.3180 -0.02 0.04 0.02
H -2.5880 3.8026 0.2085 -0.02 0.00 -0.04
H -4.9082 2.8104 1.8888 -0.01 0.02 0.02
H -3.8442 4.1752 2.1511 -0.06 0.00 -0.02
H -3.2296 2.8074 3.8986 0.04 0.02 -0.01
H -2.0067 2.3556 2.7312 0.02 0.06 0.06
H -4.5984 0.7983 3.1955 -0.01 -0.01 0.03
H -3.0833 0.4589 4.0341 -0.07 -0.03 0.01
H -3.5539 -1.0246 1.9720 0.06 -0.02 -0.03
H -1.9839 -0.2380 2.0137 0.17 -0.04 -0.03
H -4.3344 0.8350 0.6288 -0.03 0.17 0.06
```
Forces are in eV/Å.

Calculated values
Kohn-Sham gap (alpha / beta) = 6.5 / 6.5 eV
Total energy = -73330.539 eV
Energy relative to the best compared isomer or geometry (same formula, charge and spin) = 47.9 kJ/mol
E_LUMO (alpha / beta) = -3.06 / -3.06 eV
Total charge = 0
HOMO (alpha / beta) = -9.61 / -9.61 eV

[5]
The following is a quantum chemistry calculation of C15H20B2BeF4N6O4S as an isolated structure, from OMol25.

Geometry as XYZ:
```
53
Properties=species:S:1:pos:R:3:forces:R:3
Be 0.7464 -1.0148 0.1497 -0.58 0.26 -0.07
C -0.6479 -3.5057 -2.6636 0.01 0.00 -0.03
C -0.3738 -2.5593 -1.5593 0.07 -0.01 0.08
N 0.7841 -2.3238 -1.0523 0.05 -0.18 0.08
O 1.8246 -2.9282 -1.6923 0.00 0.26 -0.05
B 2.9430 -3.3533 -0.9035 -0.14 -0.43 -0.12
F 2.6493 -3.9215 0.2846 0.01 0.06 0.07
F 3.9438 -3.8166 -1.6287 0.03 0.05 0.00
O 3.5826 -1.7579 -0.3512 0.12 0.28 0.01
N 2.8739 -1.3678 0.6126 0.34 -0.19 0.10
C 2.9957 -1.5655 1.8669 -0.10 0.12 0.01
C 4.2139 -2.1408 2.4944 -0.01 -0.05 0.03
C 1.7706 -1.2162 2.6337 -0.13 -0.03 -0.06
N 0.7431 -1.0220 1.8885 0.25 -0.01 0.00
O -0.4217 -0.8164 2.5522 0.02 0.03 -0.01
B -1.2783 0.2357 1.9713 0.08 -0.10 0.06
F -0.4377 1.3920 1.7678 0.01 0.02 0.04
F -2.3119 0.5166 2.7818 -0.06 0.05 0.03
O -1.8301 -0.1534 0.6320 -0.02 -0.06 -0.08
N -0.9787 -0.9214 -0.0791 -0.03 -0.03 -0.06
C -1.4590 -1.7596 -0.9187 0.05 0.07 0.07
C -2.8951 -1.9731 -1.2122 -0.03 -0.01 0.02
C 1.7199 -1.1746 4.1122 0.01 -0.01 0.02
H 0.1721 -4.2042 -2.7943 0.00 0.00 0.00
H -0.7785 -2.9505 -3.5970 0.00 0.00 -0.01
H -1.5754 -4.0438 -2.4727 -0.01 -0.01 0.00
H 4.9575 -2.3983 1.7460 0.00 0.00 -0.01
H 3.9348 -3.0352 3.0549 0.02 -0.01 0.00
H 4.6382 -1.4234 3.1989 0.01 0.01 -0.01
H -3.5002 -1.1979 -0.7531 0.00 0.00 0.00
H -3.2072 -2.9403 -0.8097 -0.01 0.00 -0.01
H -3.0672 -1.9986 -2.2884 -0.01 0.00 -0.01
H 2.6914 -1.3639 4.5575 0.00 0.01 0.01
H 0.9994 -1.9098 4.4756 0.00 0.01 0.00
H 1.3524 -0.1967 4.4295 -0.01 -0.01 0.00
N 0.1880 2.0404 -2.8025 0.07 -0.01 -0.08
C 0.3492 1.7983 -1.5184 -0.07 0.15 0.10
S 1.5775 0.7716 -0.9646 0.09 -0.10 -0.10
N -0.4748 2.4236 -0.5998 -0.14 -0.30 -0.06
C -1.3279 3.4628 -0.7247 0.11 0.07 0.01
C -1.2419 4.4464 -1.7526 -0.01 0.12 -0.05
C -2.1584 5.4561 -1.7817 0.07 -0.03 -0.04
C -3.1757 5.5285 -0.8037 -0.03 -0.01 0.03
C -3.2380 4.5944 0.2414 0.01 -0.03 0.02
C -2.3210 3.5845 0.3022 -0.06 0.02 0.04
H 0.8004 1.5703 -3.4546 -0.01 0.00 -0.01
H -0.5361 2.6389 -3.1735 0.06 -0.10 0.03
H -0.4641 1.9563 0.3347 0.02 0.10 -0.03
H -0.4071 4.4538 -2.4406 -0.05 0.04 0.02
H -2.0932 6.2286 -2.5354 0.01 0.00 -0.01
H -3.8981 6.3325 -0.8509 -0.01 0.01 0.01
H -4.0080 4.6765 0.9956 0.00 0.00 0.00
H -2.3450 2.8466 1.0948 -0.01 0.01 0.00
```
Forces are in eV/Å.

Calculated values
Kohn-Sham gap (alpha / beta) = 7.1 / 5.8 eV
Total energy = -56460.675 eV
E_LUMO (alpha / beta) = -8.52 / -9.88 eV
Total charge = +2
HOMO (alpha / beta) = -15.66 / -15.66 eV

[6]
The following is a quantum chemistry calculation of C15H20BrOV as an isolated structure at a distorted geometry, from OMol25.

Geometry as XYZ:
```
38
Properties=species:S:1:pos:R:3:forces:R:3
V 0.1370 -0.4345 0.6498 0.23 -0.51 -0.49
C 2.0080 0.1848 1.6705 0.76 0.95 -0.09
C 2.4111 -0.6786 0.6046 0.10 1.60 0.02
C 2.1775 0.0246 -0.6330 -0.03 -0.11 0.66
H 2.8600 -1.6476 0.7085 -0.19 -0.22 0.04
C 1.5948 1.2756 -0.3238 0.87 0.24 0.86
C 1.4968 1.4125 1.1089 1.85 -2.09 -1.41
H 1.2005 2.2624 1.6549 -0.55 0.65 0.47
H 2.0940 -0.0273 2.7420 -0.15 0.06 -0.64
H 2.5133 -0.2747 -1.6238 -0.42 -0.15 0.21
H 1.3296 2.0230 -1.0715 -0.10 -0.27 0.33
C -2.0838 -0.0744 1.0025 0.23 0.72 -1.60
C -1.4196 1.1310 1.4083 -0.77 0.03 0.23
C -1.0848 1.8710 0.2411 -1.64 -0.85 -1.25
H -1.3199 1.4791 2.4425 -0.06 -0.21 -0.49
C -1.3867 1.0640 -0.9023 -0.60 0.52 1.79
C -1.9750 -0.1507 -0.4309 -0.53 0.53 0.50
H -2.4391 -0.9038 -1.0661 0.32 0.06 0.19
H -2.6486 -0.7405 1.6214 0.31 -0.35 0.21
H -0.7990 2.9094 0.1911 0.58 -0.06 0.11
H -1.3351 1.3732 -1.9291 0.37 -0.06 -0.25
O 0.5591 -2.6134 -0.1670 -0.66 0.40 0.75
C -0.3736 -0.3310 -4.5218 -0.15 -1.62 1.68
C 0.1389 -1.4449 -3.8358 0.76 0.08 -2.89
C 0.4331 0.9530 -4.5704 1.23 -1.63 1.10
C -1.9181 -0.1894 -4.6861 1.62 -1.47 2.40
C 0.5623 -2.6725 -1.4213 -0.22 -0.53 0.02
H 1.2952 -1.5424 -3.8528 -1.98 0.13 0.46
H -0.4146 -2.4344 -3.9773 0.67 1.34 0.73
H -0.3351 -3.1432 -1.9076 0.88 0.29 -0.20
H 1.5542 -2.5548 -1.9058 -0.57 -0.18 -0.51
H 0.2601 1.4765 -5.5033 0.18 0.50 -0.03
H 1.5390 0.6872 -4.3791 -1.48 0.47 -0.77
H 0.1864 1.5155 -3.6618 -0.23 0.55 -0.38
H -2.1703 -0.0041 -5.7047 -0.64 0.28 -0.68
H -2.1674 0.6121 -3.9773 -0.52 0.20 -0.54
H -2.4064 -1.1243 -4.2274 0.58 1.25 -1.10
Br -0.2232 -1.6210 2.9883 -0.04 -0.55 0.56
```
Forces are in eV/Å.

Calculated values
Kohn-Sham gap (alpha / beta) = 3.6 / 4.3 eV
Total energy = -113652.315 eV
<S²> = 2.21
Energy relative to the best compared isomer or geometry (same formula, charge and spin) = 0.0 kJ/mol
E_LUMO (alpha / beta) = 5.43 / 5.39 eV
Total charge = -2
HOMO (alpha / beta) = 1.85 / 1.05 eV
Spin multiplicity = 3